Molecular formula: C27H35F5N4OOsP2Te
Method: DFT, the ωB97M-V functional and the def2-TZVPD basis

2S+1   5
HOMO (alpha / beta)   -13.1 / -13.1 eV
Charge   +2
Orbital gap (alpha / beta)   6.47 / 2.47 eV
⟨S²⟩   6.02
E_LUMO (alpha / beta)   -6.60 / -10.61 eV
Strongest force on any atom   6.9 eV/Å

Each line ends with the Löwdin charge.
Positions of all 76 atoms, in Å:
Os (0.060, 0.196, 2.810)  1.160
C (-1.942, 1.910, -4.885)  -0.055
C (-2.016, 0.666, -4.396)  -0.069
C (-1.254, -0.508, -4.943)  -0.147
C (0.173, -0.233, -5.482)  -0.139
C (1.027, 0.626, -4.588)  0.050
C (1.101, 1.958, -4.609)  0.064
C (0.357, 2.830, -5.590)  -0.126
C (-1.064, 2.384, -6.011)  -0.166
C (1.701, 0.864, 3.986)  -0.258
H (-2.597, 2.691, -4.475)  0.123
H (-2.753, 0.435, -3.620)  0.101
H (-1.836, -0.999, -5.747)  0.145
H (-1.151, -1.258, -4.138)  0.119
H (0.663, -1.214, -5.517)  0.129
H (0.119, 0.120, -6.518)  0.129
H (1.660, 0.059, -3.892)  0.140
H (1.808, 2.483, -3.951)  0.147
H (0.953, 2.970, -6.512)  0.158
H (0.249, 3.831, -5.140)  0.140
H (-1.547, 3.289, -6.401)  0.130
H (-1.008, 1.680, -6.849)  0.119
H (1.343, 1.610, 4.711)  0.036
H (2.544, 1.311, 3.426)  0.002
H (2.093, 0.001, 4.552)  0.024
P (1.557, -0.367, 1.365)  0.822
P (-1.206, -0.896, 1.354)  0.847
N (2.651, 0.917, 0.822)  -0.241
N (2.728, -1.671, 1.991)  -0.193
N (-2.038, 0.452, 0.550)  -0.228
N (-2.627, -1.823, 1.751)  -0.232
C (1.012, -1.099, -0.216)  -0.338
C (-0.347, -1.759, 0.005)  -0.318
C (2.526, 2.235, 1.270)  -0.159
C (3.544, 2.987, 0.680)  -0.058
C (4.282, 2.124, -0.183)  -0.059
C (3.701, 0.853, -0.089)  -0.118
C (3.635, -1.540, 3.043)  -0.129
C (4.411, -2.702, 3.113)  -0.051
C (3.965, -3.577, 2.079)  -0.058
C (2.887, -2.943, 1.453)  -0.149
C (-2.065, 1.737, 1.089)  -0.124
C (-2.484, 2.612, 0.078)  -0.046
C (-2.707, 1.847, -1.097)  -0.062
C (-2.445, 0.514, -0.778)  -0.151
C (-3.848, -1.873, 1.071)  -0.108
C (-4.700, -2.740, 1.761)  -0.043
C (-3.979, -3.244, 2.891)  -0.052
C (-2.688, -2.710, 2.828)  -0.150
H (1.765, -1.816, -0.566)  0.082
H (0.988, -0.281, -0.958)  0.094
H (-0.962, -1.712, -0.905)  0.081
H (-0.261, -2.826, 0.289)  0.114
H (1.760, 2.499, 1.990)  0.084
H (3.724, 4.034, 0.878)  0.109
H (5.141, 2.395, -0.782)  0.106
H (3.956, -0.084, -0.580)  0.115
H (3.649, -0.647, 3.648)  0.083
H (5.234, -2.861, 3.798)  0.110
H (4.403, -4.530, 1.789)  0.111
H (2.246, -3.294, 0.651)  0.091
H (-1.767, 1.907, 2.128)  0.078
H (-2.599, 3.675, 0.198)  0.108
H (-2.977, 2.216, -2.081)  0.087
H (-2.543, -0.387, -1.380)  0.097
H (-4.016, -1.295, 0.173)  0.092
H (-5.724, -2.966, 1.481)  0.111
H (-4.349, -3.908, 3.662)  0.113
H (-1.823, -2.831, 3.477)  0.090
F (-0.337, -1.677, 4.896)  -0.407
Te (-1.467, -0.311, 5.725)  1.926
F (-3.002, -1.253, 5.084)  -0.335
F (-1.576, -1.346, 7.340)  -0.318
F (-2.601, 1.043, 6.424)  -0.330
F (0.077, 0.555, 6.435)  -0.347
O (-1.391, 0.665, 4.133)  -0.702

Molecular formula: C19H21ClF9GaIN4O2S
Method: DFT, the ωB97M-V functional and the def2-TZVPD basis

HOMO   -5.7 eV
Charge   -1
Orbital gap   7.46 eV
ΔE to the lowest compared entry with this formula, charge and spin   1.351 eV
E_LUMO   1.79 eV
Strongest force on any atom   4.6 eV/Å

Each line ends with the Löwdin charge.
Positions of all 59 atoms, in Å:
O (3.570, 0.231, 2.184)  -0.413
S (3.333, 1.488, 1.461)  0.374
O (4.580, 1.858, 0.808)  -0.367
Cl (2.822, 2.889, 2.887)  0.355
C (1.961, 1.166, 0.252)  -0.246
C (2.362, 1.567, -1.210)  -0.219
C (1.166, 2.013, -2.118)  -0.276
C (-0.195, 1.225, -1.897)  -0.272
Ga (-1.703, 2.535, -1.448)  0.171
I (-2.318, 3.684, -3.761)  0.210
C (-1.086, 4.108, -0.243)  -0.300
C (-2.059, 5.163, -0.017)  -0.099
C (-1.661, 6.263, 0.847)  -0.068
C (-0.328, 6.203, 1.441)  -0.078
C (0.496, 5.079, 1.085)  -0.183
N (0.171, 4.038, 0.278)  0.034
C (-3.457, 1.650, -0.778)  -0.394
F (-4.513, 2.446, -1.255)  -0.027
F (-3.601, 0.416, -1.427)  0.013
C (-3.626, 1.517, 0.771)  -0.336
F (-3.330, 2.656, 1.465)  0.119
F (-4.983, 1.271, 1.010)  0.083
C (-2.822, 0.337, 1.428)  -0.292
F (-1.495, 0.342, 1.073)  0.120
F (-3.424, -0.848, 1.083)  0.130
C (-2.823, 0.371, 3.011)  -0.473
F (-4.017, 0.695, 3.546)  0.163
F (-1.935, 1.297, 3.474)  0.142
F (-2.441, -0.842, 3.509)  0.132
H (1.866, 0.047, 0.265)  0.093
H (0.982, 1.562, 0.600)  0.078
H (2.963, 0.750, -1.667)  0.116
H (3.045, 2.455, -1.119)  0.106
H (0.954, 3.112, -2.073)  0.075
H (1.495, 1.832, -3.179)  0.105
H (-0.131, 0.359, -1.195)  0.033
H (-0.470, 0.788, -2.895)  0.045
H (-3.066, 5.158, -0.479)  0.093
H (-2.331, 7.118, 1.059)  0.089
H (0.071, 6.970, 2.129)  0.085
H (1.519, 5.059, 1.531)  0.062
C (0.494, -2.899, 2.786)  -0.052
C (0.767, -2.967, 1.336)  -0.265
N (0.982, -3.017, 0.211)  0.133
H (0.201, -1.887, 3.064)  0.074
H (-0.314, -3.585, 3.040)  0.079
H (1.386, -3.177, 3.346)  0.082
C (0.575, -6.722, 0.116)  -0.057
C (1.407, -7.675, -0.649)  -0.264
N (2.052, -8.413, -1.242)  0.128
H (-0.459, -6.779, -0.221)  0.085
H (0.618, -6.964, 1.178)  0.079
H (0.943, -5.706, -0.032)  0.048
C (2.790, -6.122, -3.429)  -0.077
C (2.328, -5.880, -4.813)  -0.277
N (1.971, -5.693, -5.885)  0.112
H (2.475, -7.110, -3.101)  0.028
H (3.877, -6.063, -3.386)  0.081
H (2.366, -5.373, -2.760)  0.076

Molecular formula: C3H2I2
Method: DFT, the ωB97M-V functional and the def2-TZVPD basis

HOMO   -8.6 eV
Charge   0
Orbital gap   8.73 eV
ΔE to the lowest compared entry with this formula, charge and spin   1.587 eV
E_LUMO   0.14 eV
Strongest force on any atom   4.7 eV/Å

Each line ends with the Löwdin charge.
Positions of all 7 atoms, in Å:
C (0.727, -0.129, -0.612)  0.071
C (0.095, 0.809, -1.231)  -0.939
C (-1.153, 0.359, -0.503)  -0.689
I (0.436, 2.371, -2.684)  0.704
I (-2.455, -0.969, -1.486)  0.765
H (1.092, -1.043, -0.262)  0.063
H (-1.415, 1.008, 0.295)  0.025

Molecular formula: C23H26N4O3
Method: DFT, the ωB97M-V functional and the def2-TZVPD basis

SMILES string   COc1ccccc1N1CCN([C@H](CNC(=O)c2ccco2)c2cccnc2)CC1
HOMO   -8.1 eV
Charge   0
Orbital gap   8.61 eV
ΔE to the lowest compared entry with this formula, charge and spin   3.306 eV
E_LUMO   0.55 eV
Strongest force on any atom   1.3 eV/Å

Each line ends with the Löwdin charge.
Positions of all 56 atoms, in Å:
C (0.310, 3.703, 1.086)  -0.078
O (-0.525, 3.505, 2.209)  -0.126
C (0.132, 3.002, 3.323)  -0.224
C (0.231, 3.826, 4.432)  -0.009
C (0.880, 3.402, 5.578)  -0.093
C (1.445, 2.141, 5.604)  -0.093
C (1.332, 1.302, 4.512)  -0.021
C (0.662, 1.697, 3.354)  -0.165
N (0.547, 0.873, 2.229)  -0.107
C (1.367, -0.315, 2.145)  -0.155
C (1.391, -0.790, 0.695)  -0.157
N (0.048, -1.118, 0.247)  -0.126
C (0.089, -1.742, -1.071)  -0.263
C (-1.312, -1.996, -1.675)  -0.108
N (-1.811, -0.889, -2.451)  0.077
C (-1.368, -0.669, -3.713)  -0.438
O (-0.594, -1.409, -4.292)  0.077
C (-1.923, 0.543, -4.337)  -0.184
C (-1.747, 1.036, -5.604)  0.012
C (-2.505, 2.224, -5.674)  -0.048
C (-3.085, 2.371, -4.450)  -0.106
O (-2.743, 1.364, -3.634)  0.043
C (0.778, -3.081, -0.981)  -0.190
C (1.537, -3.565, -2.040)  -0.011
C (2.112, -4.821, -1.934)  -0.055
C (1.901, -5.546, -0.772)  -0.157
N (1.171, -5.100, 0.238)  0.064
C (0.623, -3.904, 0.131)  -0.104
C (-0.771, 0.077, 0.328)  -0.160
C (-0.798, 0.584, 1.768)  -0.129
H (0.830, 2.783, 0.806)  0.075
H (1.051, 4.485, 1.288)  0.096
H (-0.342, 4.023, 0.275)  0.092
H (-0.203, 4.812, 4.371)  0.119
H (0.953, 4.056, 6.433)  0.100
H (1.967, 1.798, 6.485)  0.101
H (1.756, 0.311, 4.570)  0.102
H (0.978, -1.130, 2.776)  0.132
H (2.386, -0.074, 2.455)  0.128
H (1.835, 0.002, 0.064)  0.135
H (2.019, -1.679, 0.620)  0.122
H (0.640, -1.109, -1.794)  0.155
H (-2.020, -2.252, -0.886)  0.137
H (-1.224, -2.842, -2.364)  0.131
H (-2.389, -0.188, -2.016)  0.126
H (-1.150, 0.591, -6.372)  0.120
H (-2.604, 2.878, -6.515)  0.103
H (-3.738, 3.123, -4.052)  0.123
H (1.660, -2.969, -2.932)  0.119
H (2.708, -5.227, -2.737)  0.100
H (2.330, -6.530, -0.638)  0.101
H (0.035, -3.572, 0.975)  0.117
H (-0.394, 0.874, -0.339)  0.131
H (-1.796, -0.164, 0.047)  0.111
H (-1.255, -0.194, 2.401)  0.137
H (-1.406, 1.486, 1.828)  0.123

Q: Among the records above, which one has the lowest charge?
A: C19H21ClF9GaIN4O2S

Q: The lowest charge belongs to which entry?
A: C19H21ClF9GaIN4O2S